(1)
Here is a molecular structure, C12H26AsBrN4OPd from the Open Molecules 2025 dataset. Energies are from the ωB97M-V functional and the def2-TZVPD basis.

As for the total charge: 0. The calculation puts the molar mass at 503.6 g/mol. The energy above the lowest of the compared OMol25 structures with the same formula, charge and spin comes out at 191.8 kJ/mol. The calculation puts the HOMO-LUMO gap at 6.8 eV. Its LUMO energy is 0.6 eV. For the HOMO energy, the calculation gives -6.16 eV.

Geometry (Å):
Pd  -0.164  -0.153  0.129
N  0.499  0.864  -1.890
C  -0.211  2.090  -2.249
C  -1.561  2.212  -1.545
N  -1.432  2.226  -0.100
C  -0.901  3.455  0.487
C  0.522  3.281  1.003
N  0.518  2.282  2.064
H  1.451  1.027  -1.596
H  0.516  0.176  -2.629
H  -0.382  2.154  -3.328
H  0.405  2.953  -1.988
H  -2.173  1.349  -1.817
H  -2.063  3.115  -1.928
H  -2.296  1.951  0.338
H  -1.525  3.743  1.336
H  -0.940  4.274  -0.242
H  0.872  4.237  1.401
H  1.181  3.017  0.161
H  1.465  2.020  2.313
H  0.096  1.436  1.664
C  -1.691  -2.444  0.814
As  -0.899  -3.038  -0.843
C  -1.544  -4.868  -0.955
C  -1.820  -2.194  -2.313
O  0.734  -3.009  -0.941
H  -2.770  -2.597  0.759
H  -1.505  -1.374  1.052
H  -1.273  -3.065  1.605
H  -2.632  -4.906  -0.897
H  -1.114  -5.438  -0.132
H  -1.210  -5.304  -1.895
H  -2.894  -2.357  -2.225
H  -1.451  -2.657  -3.228
H  -1.606  -1.127  -2.317
Br  3.102  -0.601  0.199
C  2.248  -1.796  1.410
C  2.621  -3.132  1.392
C  2.029  -3.961  2.323
C  1.102  -3.429  3.215
C  0.800  -2.084  3.121
N  1.365  -1.270  2.225
H  3.325  -3.495  0.659
H  2.281  -5.013  2.351
H  0.624  -4.044  3.965
H  0.077  -1.623  3.785

=====

(2)
Here is 2 unconnected molecules or ions with the total composition Br2S2 in a non-equilibrium geometry from the Open Molecules 2025 dataset. Energies are from the ωB97M-V functional and the def2-TZVPD basis.

As for the total charge: 0. The calculation puts the molar mass at 223.9 g/mol. The energy above the lowest of the compared OMol25 structures with the same formula, charge and spin comes out at 384.9 kJ/mol. The calculation puts the HOMO-LUMO gap (spin up / spin down) at 3.6 / 3.6 eV. Its LUMO energy (spin up / spin down) is -4.3 / -4.3 eV. For the HOMO energy (spin up / spin down), the calculation gives -7.87 / -7.85 eV.

Geometry (Å):
S  0.699  -2.116  -0.728
S  -0.795  2.220  1.474
Br  1.721  -1.886  -2.536
Br  -0.573  0.133  1.536

=====

(3)
Here is a gas-phase ion, C3H6N (charge +1) in a non-equilibrium geometry from the Open Molecules 2025 dataset. Energies are from the ωB97M-V functional and the def2-TZVPD basis.

As for the total charge: +1. Its structure (SMILES) is C[N+]1=CC1. The calculation puts the molar mass at 56.1 g/mol. The energy above the lowest of the compared OMol25 structures with the same formula, charge and spin comes out at 223.7 kJ/mol. The calculation puts the HOMO-LUMO gap at 11.2 eV. Its LUMO energy is -5.7 eV. For the HOMO energy, the calculation gives -16.81 eV.

Geometry (Å):
C  -1.382  -0.061  0.000
N  -0.028  -0.040  0.119
C  1.001  -0.780  0.019
C  1.263  0.660  0.017
H  -1.918  0.374  0.855
H  -1.429  -1.107  0.250
H  -1.851  0.298  -0.883
H  1.318  -1.771  -0.236
H  1.475  1.357  0.879
H  1.551  1.070  -1.020

=====

(4)
Here is 4 unconnected molecules or ions with the total composition C12H30FNO12P2S3Si in a non-equilibrium geometry from the Open Molecules 2025 dataset. Energies are from the ωB97M-V functional and the def2-TZVPD basis.

As for the total charge: 0. Its structure (SMILES) is CC[C@H](F)[Si@H]([PH2]=N)P(C)CC.O=S1(=O)OCCO1.O=S1(=O)OCCO1.O=S1(=O)OCCO1. The calculation puts the molar mass at 585.6 g/mol. The energy above the lowest of the compared OMol25 structures with the same formula, charge and spin comes out at 17.9 kJ/mol. The calculation puts the HOMO-LUMO gap at 8.0 eV. Its LUMO energy is 0.3 eV. For the HOMO energy, the calculation gives -7.71 eV.

Geometry (Å):
C  1.486  0.902  0.825
C  2.598  0.002  1.374
C  2.122  -1.039  2.368
F  3.252  -1.460  3.109
Si  1.315  -2.609  1.630
P  1.383  -2.686  -0.614
N  2.659  -3.428  -1.236
P  -0.834  -2.589  2.265
C  -1.592  -4.098  1.522
C  -1.514  -1.065  1.425
C  -3.023  -1.132  1.109
H  1.109  0.583  -0.139
H  1.909  1.885  0.655
H  0.657  1.044  1.511
H  3.160  -0.450  0.558
H  3.290  0.638  1.918
H  1.431  -0.576  3.072
H  1.972  -3.827  2.142
H  0.212  -3.377  -1.005
H  1.208  -1.370  -1.100
H  3.257  -3.712  -0.465
H  -1.338  -4.932  2.168
H  -1.230  -4.355  0.530
H  -2.674  -4.062  1.476
H  -1.276  -0.240  2.085
H  -0.962  -0.865  0.510
H  -3.545  -0.413  1.728
H  -3.411  -2.128  1.275
H  -3.179  -0.846  0.077
O  -2.267  -7.411  3.230
S  -3.048  -6.558  4.051
O  -3.841  -5.516  3.509
O  -2.099  -5.958  5.194
C  -2.616  -6.279  6.491
C  -3.350  -7.589  6.290
O  -3.976  -7.450  5.008
H  -3.295  -5.483  6.800
H  -1.801  -6.361  7.204
H  -4.102  -7.770  7.052
H  -2.659  -8.434  6.249
O  -0.563  5.433  0.684
S  0.144  4.611  -0.230
O  -0.097  3.215  -0.310
O  1.714  4.861  -0.020
C  2.315  5.287  -1.254
C  1.206  6.005  -1.989
O  0.032  5.229  -1.701
H  2.647  4.403  -1.802
H  3.166  5.930  -1.047
H  1.374  6.041  -3.063
H  1.057  7.014  -1.596
O  1.553  5.172  -4.831
S  1.441  4.706  -6.172
O  1.679  3.353  -6.503
O  2.337  5.656  -7.100
C  1.531  6.243  -8.132
C  0.149  6.342  -7.520
O  0.015  5.135  -6.756
H  1.540  5.579  -8.998
H  1.935  7.212  -8.410
H  -0.639  6.398  -8.265
H  0.072  7.193  -6.840

=====

(5)
Here is a molecular structure, C9H15Cl2IrO6PV in a non-equilibrium geometry from the Open Molecules 2025 dataset. Energies are from the ωB97M-V functional and the def2-TZVPD basis.

As for the total charge: +4. As for the spin multiplicity: 7. The calculation puts the molar mass at 564.3 g/mol. The energy above the lowest of the compared OMol25 structures with the same formula, charge and spin comes out at 96.5 kJ/mol. Its expectation value of S² is 12.04. The calculation puts the HOMO-LUMO gap (spin up / spin down) at 3.3 / 1.6 eV. Its LUMO energy (spin up / spin down) is -16.7 / -19.3 eV. For the HOMO energy (spin up / spin down), the calculation gives -20.02 / -20.81 eV.

Geometry (Å):
V  6.987  -3.453  -1.221
Ir  0.419  1.395  -0.669
Cl  5.810  -3.985  0.576
Cl  0.530  0.969  -2.942
C  0.508  3.193  -0.757
C  8.482  -4.464  -0.815
C  7.753  -2.774  -2.738
O  0.373  4.344  -0.940
O  9.417  -5.089  -0.561
O  8.362  -2.428  -3.682
C  -4.219  1.227  -2.134
C  -2.812  1.390  -1.581
O  -2.635  0.312  -0.653
P  -1.258  0.422  0.205
O  -1.898  0.446  1.656
C  -2.915  1.537  2.025
C  -2.049  2.645  2.557
O  -0.614  -1.021  -0.200
C  -0.540  -2.030  0.828
C  0.596  -1.726  1.772
H  -4.326  0.255  -2.635
H  -4.348  2.043  -2.850
H  -4.976  1.311  -1.337
H  -2.026  1.310  -2.359
H  -2.717  2.373  -1.063
H  -3.473  1.852  1.133
H  -3.657  1.184  2.763
H  -1.312  2.952  1.792
H  -2.653  3.512  2.839
H  -1.503  2.270  3.434
H  -1.525  -2.064  1.317
H  -0.399  -2.943  0.237
H  0.442  -0.758  2.284
H  0.634  -2.532  2.508
H  1.540  -1.675  1.209

=====

(6)
Here is a molecular structure, C23H34N4O3 in a non-equilibrium geometry from the Open Molecules 2025 dataset. Energies are from the ωB97M-V functional and the def2-TZVPD basis.

As for the total charge: 0. The calculation puts the molar mass at 414.6 g/mol. The energy above the lowest of the compared OMol25 structures with the same formula, charge and spin comes out at 2625.6 kJ/mol. The calculation puts the HOMO-LUMO gap at 8.0 eV. Its LUMO energy is 0.7 eV. For the HOMO energy, the calculation gives -7.31 eV.

Geometry (Å):
C  -4.741  1.909  1.291
H  -5.032  2.090  0.114
O  -3.366  1.551  1.295
C  -2.968  0.520  0.802
C  -3.852  -0.186  -0.008
C  -3.145  -1.418  -0.441
C  -1.817  -1.755  -0.119
C  -0.984  -0.788  0.411
C  -1.513  0.333  1.038
O  -0.962  1.099  1.878
C  0.681  0.901  2.159
C  1.488  1.522  0.998
C  2.658  1.442  1.439
N  3.219  2.030  2.644
C  2.267  1.736  3.666
C  0.802  1.697  3.576
H  0.048  1.335  4.347
H  0.477  2.749  3.352
H  2.575  2.128  4.506
H  2.606  0.503  3.991
C  3.275  3.629  2.404
C  3.281  4.308  3.854
H  2.239  4.247  4.124
H  3.937  3.942  4.597
H  3.465  5.545  3.245
C  4.641  3.748  1.772
H  4.622  4.901  1.733
H  4.920  3.255  0.786
H  5.431  3.428  2.668
H  2.465  3.820  1.760
H  3.563  1.694  0.564
H  3.085  0.409  1.604
H  1.116  2.384  0.772
H  1.106  0.849  0.192
H  0.627  -0.109  2.438
H  0.203  -1.257  0.562
C  -1.056  -2.754  -1.100
O  0.080  -3.465  -0.358
N  -1.583  -3.414  -2.043
H  -2.216  -2.922  -2.396
C  -1.058  -4.540  -2.791
C  -1.799  -5.609  -2.993
H  -2.770  -5.076  -3.712
H  -1.549  -6.246  -3.684
H  -2.254  -5.841  -2.311
H  -0.269  -4.860  -2.359
C  -0.545  -3.805  -4.139
H  -1.422  -3.407  -4.743
H  0.139  -4.475  -4.872
C  0.705  -2.590  -3.778
N  -0.035  -1.413  -3.486
C  0.483  -0.472  -2.671
C  -0.515  0.447  -2.686
C  -1.647  -0.021  -3.206
N  -1.382  -1.233  -3.796
H  -2.407  0.353  -3.354
H  -0.471  1.489  -1.910
H  1.481  -0.581  -2.095
H  1.225  -2.458  -4.826
H  1.249  -3.242  -2.984
H  -3.822  -2.042  -1.215
H  -4.729  -0.213  -0.092
H  -4.893  2.938  1.751
H  -5.356  1.262  1.834

=====

- Among the records above, which one has the highest total charge?
  C9H15Cl2IrO6PV